The following is a quantum chemistry calculation of a cluster of 2 separate species, ClH4N2OP in total in a non-equilibrium geometry, from the OMol25 dataset.

As for the calculated total energy: -988.6569 Eh. Its charge is 0. The molar mass comes out at 114.5 g mol⁻¹. Its energy relative to the best compared isomer or geometry (same formula, charge and spin) is 3.6472 eV. The structure (SMILES) is NP=O.NCl. For the largest force on an atom, the calculation gives 0.089 hartree/bohr.

Each line ends with the Löwdin charge.
Geometry (Å):
1 N 1.27 -0.69 -0.80  -0.202
2 P 1.51 -0.46 0.90  0.733
3 O 1.87 0.94 0.80  -0.512
4 H 0.80 0.05 -1.15  -0.056
5 H 0.95 -1.56 -1.24  0.040
6 N -1.38 0.39 0.35  -0.530
7 Cl -2.95 -0.23 0.61  0.489
8 H -0.97 0.54 -0.57  0.014
9 H -1.09 1.02 1.11  0.025

The following is a quantum chemistry calculation of a structure of composition C34H45ClHfN6O6Sb2 in a non-equilibrium geometry, from the OMol25 dataset.

As for the calculated total energy: -3090.6062 Eh. Its charge is +2. The molar mass comes out at 1091.2 g mol⁻¹. Its energy relative to the best compared isomer or geometry (same formula, charge and spin) is 0.1008 eV. For the largest force on an atom, the calculation gives 0.028 hartree/bohr.

Each line ends with the Löwdin charge.
Geometry (Å):
1 Hf -0.50 -0.15 -0.03  1.480
2 N -2.88 3.33 -1.85  0.168
3 C -2.57 2.16 -1.31  -0.112
4 N -1.54 1.97 -0.54  0.041
5 C -0.70 3.04 -0.25  -0.290
6 N 0.25 2.93 0.62  0.117
7 N 0.25 1.63 1.17  -0.110
8 C 0.25 1.58 2.44  -0.049
9 C 0.23 0.28 3.12  -0.304
10 C 0.30 0.19 4.49  0.016
11 C 0.29 -1.06 5.08  -0.007
12 C 0.19 -2.17 4.27  0.002
13 C 0.11 -2.00 2.89  -0.116
14 N 0.14 -0.80 2.32  -0.033
15 C -0.93 4.32 -0.91  -0.095
16 C -0.09 5.42 -0.74  -0.002
17 C -0.38 6.62 -1.36  -0.045
18 C -1.53 6.73 -2.15  -0.039
19 C -2.37 5.66 -2.33  0.005
20 C -2.06 4.46 -1.70  -0.161
21 H -3.72 3.40 -2.41  0.171
22 H -3.22 1.33 -1.54  0.118
23 H 0.24 2.49 3.04  0.153
24 H 0.37 1.10 5.08  0.133
25 H 0.34 -1.17 6.16  0.129
26 H 0.17 -3.17 4.68  0.126
27 H 0.00 -2.86 2.24  0.081
28 H 0.78 5.32 -0.11  0.118
29 H 0.27 7.47 -1.23  0.116
30 H -1.76 7.68 -2.63  0.121
31 H -3.27 5.75 -2.93  0.125
32 C -0.45 -4.57 -0.02  -0.276
33 Sb 0.75 -2.91 -0.58  1.368
34 C 0.54 -3.18 -2.68  -0.299
35 C 2.65 -3.90 -0.45  -0.296
36 C 3.17 -4.12 0.94  -0.285
37 C 2.75 -5.25 1.63  -0.059
38 C 3.19 -5.53 2.92  -0.072
39 C 4.09 -4.67 3.53  -0.069
40 C 4.54 -3.55 2.84  -0.055
41 C 4.09 -3.25 1.56  -0.297
42 C 4.59 -2.01 0.88  -0.326
43 Sb 3.25 -0.38 1.23  1.368
44 C 4.61 1.11 0.51  -0.323
45 C 3.76 -0.16 3.30  -0.308
46 H -0.32 -5.33 -0.79  0.027
47 H -1.50 -4.28 0.03  0.008
48 H -0.14 -4.97 0.94  0.006
49 H 1.03 -4.11 -2.96  0.023
50 H 0.98 -2.34 -3.21  0.004
51 H -0.52 -3.22 -2.91  0.001
52 H 3.34 -3.38 -1.11  0.057
53 H 2.39 -4.85 -0.92  0.069
54 H 2.07 -5.94 1.14  0.110
55 H 2.85 -6.42 3.43  0.110
56 H 4.47 -4.89 4.51  0.111
57 H 5.27 -2.90 3.31  0.115
58 H 4.70 -2.13 -0.20  0.053
59 H 5.55 -1.69 1.28  0.071
60 H 5.50 1.09 1.14  0.014
61 H 4.17 2.10 0.55  0.004
62 H 4.91 0.87 -0.51  -0.010
63 H 4.85 -0.15 3.39  0.017
64 H 3.36 -0.99 3.87  0.000
65 H 3.37 0.77 3.70  0.004
66 C -2.20 -1.96 -5.09  -0.042
67 C -2.37 -0.56 -4.47  -0.614
68 C -1.68 0.49 -5.35  -0.045
69 C -3.87 -0.23 -4.34  -0.037
70 C -1.76 -0.53 -3.13  -0.098
71 C -1.25 -0.49 -2.03  -0.173
72 H -2.64 -1.97 -6.09  0.094
73 H -2.70 -2.72 -4.48  0.094
74 H -1.15 -2.23 -5.17  0.079
75 H -2.16 0.53 -6.33  0.094
76 H -0.63 0.23 -5.50  0.080
77 H -1.73 1.48 -4.90  0.078
78 H -4.36 -0.39 -5.30  0.095
79 H -4.01 0.81 -4.05  0.073
80 H -4.35 -0.87 -3.60  0.093
81 O -3.66 -0.46 -0.22  -0.273
82 Cl -3.03 -0.87 0.99  0.759
83 O -3.89 -1.38 1.97  -0.187
84 O -1.91 -1.83 0.63  -0.497
85 O -2.20 0.28 1.50  -0.401
86 N 2.67 2.31 -3.96  0.198
87 C 2.79 1.28 -2.87  -0.017
88 C 1.43 1.27 -2.18  -0.618
89 O 0.60 2.07 -2.61  0.044
90 O 1.33 0.41 -1.25  -0.242
91 H 2.73 1.91 -4.89  0.173
92 H 3.34 3.07 -3.88  0.173
93 H 1.69 2.65 -3.78  0.132
94 H 3.57 1.57 -2.17  0.116
95 H 3.03 0.31 -3.29  0.145

The following is a quantum chemistry calculation of a structure of composition C45H59NO5P2RuSi, from the OMol25 dataset.

As for the calculated total energy: -3247.8584 Eh. Its charge is +1. The molar mass comes out at 885.1 g mol⁻¹. Its energy relative to the best compared isomer or geometry (same formula, charge and spin) is 0.0000 eV. Its multiplicity is 6. For the largest force on an atom, the calculation gives 0.006 hartree/bohr.

Each line ends with the Löwdin charge.
Geometry (Å):
1 Ru -0.73 0.69 -0.26  0.994
2 C -3.49 -0.27 2.24  -0.172
3 Si -2.07 -0.78 1.15  0.586
4 C -2.78 -1.90 -0.21  -0.283
5 C -4.05 -2.46 -0.05  -0.078
6 C -4.66 -3.17 -1.08  -0.051
7 C -4.01 -3.33 -2.29  -0.048
8 C -2.74 -2.79 -2.47  -0.078
9 C -2.13 -2.09 -1.45  -0.358
10 P -0.45 -1.40 -1.57  1.039
11 C 0.61 -2.76 -0.93  -0.397
12 C 2.10 -2.41 -0.88  -0.203
13 C 2.86 -3.61 -0.32  -0.178
14 C 2.80 -4.82 -1.27  -0.177
15 C 1.61 -4.73 -2.23  -0.193
16 C 0.36 -4.17 -1.55  -0.164
17 C -0.04 -0.87 -3.27  -0.432
18 C -1.14 0.04 -3.83  -0.205
19 C -0.59 0.87 -5.00  -0.169
20 C 0.49 0.10 -5.77  -0.192
21 C 0.21 -1.40 -5.74  -0.181
22 C 0.33 -1.95 -4.31  -0.184
23 C -0.73 -1.61 2.19  -0.325
24 C -1.01 -2.83 2.80  -0.082
25 C -0.10 -3.45 3.64  -0.051
26 C 1.12 -2.84 3.90  -0.051
27 C 1.43 -1.62 3.30  -0.083
28 C 0.52 -1.01 2.43  -0.358
29 P 0.80 0.62 1.67  1.040
30 C 0.56 1.91 2.95  -0.404
31 C 1.67 1.89 4.04  -0.175
32 C 1.10 2.26 5.41  -0.189
33 C 0.08 1.21 5.84  -0.172
34 C -1.02 0.98 4.77  -0.174
35 C -0.85 1.90 3.56  -0.210
36 C 2.48 0.85 0.92  -0.406
37 C 3.66 0.12 1.57  -0.216
38 C 4.91 0.31 0.71  -0.171
39 C 5.25 1.81 0.49  -0.175
40 C 4.21 2.73 1.11  -0.197
41 C 2.79 2.36 0.66  -0.182
42 H -3.90 -1.15 2.74  0.046
43 H -4.29 0.18 1.64  0.043
44 H -3.20 0.44 3.02  0.016
45 H -4.59 -2.32 0.87  0.098
46 H -5.65 -3.58 -0.93  0.114
47 H -4.49 -3.87 -3.10  0.115
48 H -2.24 -2.92 -3.43  0.099
49 H 0.26 -2.80 0.11  0.085
50 H 2.24 -1.55 -0.23  0.067
51 H 2.48 -2.14 -1.87  0.121
52 H 2.41 -3.86 0.65  0.112
53 H 3.90 -3.34 -0.11  0.110
54 H 2.74 -5.74 -0.68  0.111
55 H 3.72 -4.89 -1.85  0.111
56 H 1.38 -5.72 -2.64  0.118
57 H 1.87 -4.11 -3.08  0.092
58 H 0.07 -4.85 -0.74  0.125
59 H -0.48 -4.17 -2.24  0.086
60 H 0.84 -0.24 -3.11  0.114
61 H -1.54 0.71 -3.06  0.078
62 H -1.98 -0.57 -4.15  0.114
63 H -0.18 1.81 -4.63  0.109
64 H -1.41 1.13 -5.67  0.117
65 H 1.48 0.28 -5.33  0.115
66 H 0.55 0.46 -6.80  0.114
67 H 0.88 -1.94 -6.40  0.114
68 H -0.80 -1.58 -6.12  0.117
69 H 1.36 -2.27 -4.12  0.100
70 H -0.29 -2.84 -4.20  0.094
71 H -1.96 -3.32 2.61  0.112
72 H -0.34 -4.40 4.10  0.115
73 H 1.83 -3.30 4.56  0.116
74 H 2.38 -1.16 3.53  0.090
75 H 0.65 2.84 2.39  0.097
76 H 2.48 2.56 3.74  0.110
77 H 2.10 0.89 4.13  0.089
78 H 0.65 3.26 5.38  0.119
79 H 1.91 2.31 6.14  0.118
80 H -0.37 1.48 6.79  0.111
81 H 0.62 0.27 6.01  0.108
82 H -2.00 1.16 5.20  0.114
83 H -1.02 -0.07 4.45  0.092
84 H -1.08 2.92 3.87  0.123
85 H -1.59 1.66 2.78  0.056
86 H 2.35 0.39 -0.06  0.074
87 H 3.45 -0.95 1.64  0.090
88 H 3.84 0.48 2.59  0.109
89 H 4.73 -0.18 -0.25  0.109
90 H 5.75 -0.21 1.17  0.113
91 H 5.31 2.02 -0.58  0.114
92 H 6.23 2.04 0.90  0.111
93 H 4.40 3.76 0.83  0.120
94 H 4.28 2.69 2.20  0.103
95 H 2.68 2.55 -0.41  0.114
96 H 2.08 3.02 1.15  0.086
97 O -3.55 1.21 -0.94  0.092
98 C -2.58 1.70 -0.47  -0.384
99 O 0.33 4.06 -2.43  0.120
100 C -0.36 3.42 -1.69  -0.544
101 O 0.04 2.23 -1.21  -0.230
102 C -1.71 3.87 -1.25  -0.064
103 C -2.43 3.20 -0.11  -0.219
104 C -3.76 3.80 0.22  0.001
105 C -4.27 4.85 -0.46  0.014
106 C -3.52 5.41 -1.52  -0.084
107 C -2.26 4.94 -1.89  0.078
108 N -4.09 6.53 -2.26  -0.354
109 O -5.19 6.93 -1.91  0.083
110 O -3.45 6.99 -3.18  0.090
111 H -1.79 3.23 0.78  0.142
112 H -4.33 3.35 1.02  0.124
113 H -5.23 5.27 -0.22  0.127
114 H -1.72 5.41 -2.70  0.140

The following is a quantum chemistry calculation of a structure of composition C50H41IrN4O3P2STe in a non-equilibrium geometry, from the OMol25 dataset.

As for the calculated total energy: -3827.6743 Eh. Its charge is +1. The molar mass comes out at 1159.7 g mol⁻¹. Its energy relative to the best compared isomer or geometry (same formula, charge and spin) is 3.4342 eV. Its multiplicity is 2. For the largest force on an atom, the calculation gives 0.021 hartree/bohr.

Each line ends with the Löwdin charge.
Geometry (Å):
1 Ir -0.92 0.15 -2.01  0.813
2 C -3.14 2.00 -5.24  -0.068
3 O -2.33 1.66 -6.37  -0.064
4 C -1.42 0.66 -6.30  -0.213
5 C -1.01 0.13 -7.49  0.022
6 C -0.10 -0.95 -7.57  -0.078
7 C 0.39 -1.49 -6.43  -0.057
8 C 0.02 -0.94 -5.16  -0.145
9 C 0.58 -1.56 -4.04  -0.068
10 N 0.44 -1.30 -2.76  -0.128
11 N 1.17 -2.28 -2.05  0.086
12 C 1.40 -2.25 -0.82  -0.304
13 O 1.00 -1.18 -0.07  -0.188
14 C 2.16 -3.41 -0.21  -0.129
15 C 2.45 -4.49 -1.04  -0.024
16 C 3.14 -5.58 -0.57  -0.063
17 C 3.58 -5.61 0.75  -0.069
18 C 3.30 -4.54 1.58  -0.056
19 C 2.59 -3.45 1.10  -0.043
20 C -0.84 0.18 -5.08  -0.276
21 O -1.08 0.80 -3.98  -0.243
22 H -3.96 2.58 -5.65  0.094
23 H -2.59 2.60 -4.52  0.085
24 H -3.53 1.11 -4.74  0.068
25 H -1.42 0.57 -8.39  0.128
26 H 0.19 -1.35 -8.53  0.107
27 H 1.06 -2.34 -6.46  0.112
28 H 1.21 -2.42 -4.24  0.128
29 H 2.11 -4.46 -2.07  0.108
30 H 3.35 -6.42 -1.23  0.110
31 H 4.13 -6.47 1.13  0.110
32 H 3.64 -4.54 2.61  0.111
33 H 2.41 -2.64 1.78  0.069
34 Te -1.96 0.76 2.61  1.368
35 C -1.18 2.27 3.86  -0.540
36 C -0.73 3.47 3.34  -0.112
37 C -0.15 4.39 4.20  -0.130
38 N 0.01 4.17 5.51  0.069
39 C -0.43 3.02 6.00  -0.143
40 C -1.03 2.03 5.22  -0.142
41 C -0.40 0.68 1.26  -0.853
42 P -0.33 1.50 -0.33  0.749
43 C 1.43 1.96 -0.49  -0.374
44 C 2.05 2.63 0.57  -0.108
45 C 3.37 3.03 0.46  -0.068
46 C 4.09 2.74 -0.69  -0.069
47 C 3.49 2.06 -1.74  -0.062
48 C 2.15 1.68 -1.64  -0.082
49 C -1.16 3.12 -0.24  -0.354
50 C -0.44 4.27 -0.55  -0.076
51 C -1.04 5.52 -0.51  -0.063
52 C -2.38 5.64 -0.15  -0.068
53 C -3.11 4.50 0.14  -0.066
54 C -2.51 3.25 0.08  -0.172
55 P 0.65 -0.65 1.40  0.790
56 C -0.10 -2.00 2.30  -0.349
57 C -1.17 -2.64 1.66  -0.100
58 C -1.85 -3.65 2.31  -0.066
59 C -1.48 -4.03 3.60  -0.053
60 C -0.41 -3.40 4.23  -0.049
61 C 0.29 -2.39 3.58  -0.067
62 C 2.22 -0.19 2.14  -0.295
63 C 2.17 0.47 3.37  -0.080
64 C 3.34 0.93 3.96  -0.052
65 C 4.56 0.72 3.32  -0.059
66 C 4.61 0.07 2.10  -0.056
67 C 3.44 -0.39 1.51  -0.073
68 H -0.84 3.71 2.28  0.079
69 H 0.21 5.34 3.82  0.110
70 H -0.30 2.86 7.06  0.108
71 H -1.37 1.11 5.67  0.092
72 H 1.49 2.85 1.47  0.105
73 H 3.84 3.56 1.28  0.112
74 H 5.12 3.05 -0.78  0.109
75 H 4.04 1.84 -2.64  0.109
76 H 1.67 1.17 -2.47  0.079
77 H 0.61 4.21 -0.82  0.101
78 H -0.46 6.40 -0.75  0.110
79 H -2.85 6.61 -0.12  0.110
80 H -4.16 4.58 0.41  0.111
81 H -3.11 2.37 0.26  0.006
82 H -1.45 -2.34 0.66  0.105
83 H -2.68 -4.16 1.82  0.097
84 H -2.01 -4.82 4.11  0.113
85 H -0.11 -3.70 5.22  0.114
86 H 1.13 -1.91 4.06  0.110
87 H 1.21 0.66 3.86  0.098
88 H 3.30 1.45 4.91  0.113
89 H 5.47 1.09 3.78  0.112
90 H 5.56 -0.08 1.60  0.115
91 H 3.49 -0.89 0.55  0.114
92 S -3.21 0.55 -1.73  0.648
93 C -3.74 -0.91 -0.95  -0.651
94 N -4.06 -0.87 0.36  0.056
95 C -4.64 -1.86 1.05  -0.057
96 C -4.92 -3.05 0.42  -0.042
97 C -4.57 -3.18 -0.92  -0.016
98 C -3.99 -2.13 -1.60  -0.051
99 H -3.88 0.02 0.83  0.046
100 H -4.87 -1.66 2.08  0.142
101 H -5.40 -3.85 0.97  0.123
102 H -4.77 -4.11 -1.44  0.126
103 H -3.74 -2.20 -2.65  0.119